The following is a DFT calculation (the ωB97M-V functional and the def2-TZVPD basis) of C43H72CrN3O2P3Si as an isolated structure.

Calculated values
Frontier orbital gap (alpha / beta) = 7.7433 / 7.4410 eV
<S²> = 6.06
Relative energy (zero: lowest compared OMol25 entry of this formula, charge and spin) = 0.0 kJ/mol
Multiplicity = 5

XYZ file:
```
125
C43H72CrN3O2P3Si | the OMol25 dataset | the ωB97M-V functional and the def2-TZVPD basis
C 1.60 -3.23 2.87
H -1.77 -2.35 -4.28
C -3.75 -1.77 -3.79
H -1.13 2.94 -5.43
H -0.11 -5.02 0.26
H 2.29 0.63 -4.16
C 1.79 4.53 0.55
C 0.23 -2.67 3.28
C -2.82 -0.45 1.58
C -0.72 -5.19 1.15
C -1.64 -4.01 1.47
C -4.62 -0.23 3.20
H -4.11 2.09 -0.81
H 0.71 3.58 4.71
H -1.56 -4.11 -2.76
C -1.82 -1.28 -2.41
H 4.79 1.10 1.58
H -4.42 0.99 1.47
H -0.05 -5.42 1.98
H -0.52 -0.47 -4.97
O 2.38 -1.02 0.42
H -2.69 5.31 -4.43
H -3.12 -4.78 0.08
H 1.91 -4.59 -1.41
H -0.41 6.24 -3.77
Cr 0.52 -0.34 0.21
H -1.41 0.91 3.20
H -0.09 -3.43 -0.81
H 3.53 0.83 3.81
N 3.35 0.37 2.92
H -1.32 -6.08 0.96
H -3.53 -3.20 0.75
H 0.06 4.39 3.30
H -2.51 -2.69 4.13
C -2.71 -3.82 0.39
H -0.29 -5.28 -2.41
H -4.68 -0.17 -0.96
H 1.58 -4.29 2.66
C -2.93 -1.89 3.53
C 0.37 -1.10 -4.87
C -4.02 -0.61 -1.71
C -3.52 4.04 -0.21
H -0.91 3.39 -1.75
H -0.12 -4.19 -3.78
H 0.83 -0.60 3.34
H 5.60 -1.16 0.86
H -2.67 5.88 0.52
H 0.83 5.15 -3.12
H 2.65 1.37 -0.53
H 4.34 -1.91 1.85
P 0.41 2.01 1.22
H 1.09 -0.78 -5.62
H 1.83 -1.69 -3.43
H -0.60 4.84 1.28
H 0.51 3.44 -4.97
H -2.87 4.87 -2.72
H 1.73 2.59 -1.42
H 2.94 -0.54 3.12
H 1.98 -2.71 1.99
C -1.14 2.85 0.65
C 1.66 0.40 -3.30
O 4.05 -0.73 -1.04
C -4.09 -1.26 3.96
C -1.35 4.22 0.82
H 0.94 1.21 -3.17
H -4.43 4.51 -0.56
H 2.32 0.37 -2.43
H 2.33 -2.87 -1.27
P -0.02 -1.44 -2.01
H 5.47 0.09 2.86
H 1.48 5.04 1.46
C 1.90 3.01 0.70
C -2.16 2.05 0.09
C -2.52 4.52 -3.70
H -0.61 4.60 -5.72
H 2.78 4.91 0.27
H 1.15 -1.48 4.84
N -0.72 3.08 -2.70
C -4.58 -1.16 -2.85
C 1.75 -3.60 -1.84
C -2.39 -1.84 -3.56
P -0.80 -2.37 1.76
C 4.60 -1.02 1.27
H 1.05 1.51 3.43
C 0.74 3.61 3.62
H 1.10 4.79 -0.25
H -3.12 3.67 -4.00
C 3.63 -0.90 0.10
H 2.32 -3.07 3.68
H 1.75 3.88 3.32
H -2.41 1.96 -2.99
H -4.56 -1.57 4.88
C 0.25 -3.28 -1.84
C 0.33 2.24 3.07
H 2.60 2.77 1.50
H 2.15 -3.62 -2.85
H -0.55 5.63 -2.12
H -0.50 -0.97 4.44
H 0.09 -2.12 -5.10
C -1.03 4.17 -3.64
Si -1.84 0.17 0.05
C -0.48 -4.26 -2.75
H -1.03 1.37 -3.68
C -1.07 1.87 3.58
C -0.53 3.76 -5.03
H -2.30 -3.32 -0.49
C 2.44 2.44 -0.61
C -3.33 2.68 -0.34
C 0.43 -1.35 4.02
H -4.17 -2.21 -4.68
H -5.53 0.27 3.53
C -4.00 0.16 2.03
C -2.53 4.82 0.39
C -2.65 -0.64 -1.48
N -1.40 1.86 -2.87
H 3.38 2.94 -0.88
H -1.80 2.62 3.28
C -0.24 5.37 -3.13
H -1.06 1.82 4.67
H -2.15 -4.24 2.41
C 4.61 0.20 2.18
H -5.65 -1.13 -3.01
H -0.28 -3.39 3.93
C -2.29 -1.49 2.35
C 1.01 -0.97 -3.49
```

=====

The following is a DFT calculation (the ωB97M-V functional and the def2-TZVPD basis) of C18H18O4 in the gas phase.

Calculated values
Frontier orbital gap = 8.1070 eV
Relative energy (zero: lowest compared OMol25 entry of this formula, charge and spin) = 0.0 kJ/mol
SMILES string = Cc1cc(O)c(C(=O)/C=C/c2ccc(C(C)C)cc2)c(=O)o1
Multiplicity = 1

XYZ file:
```
40
C18H18O4 | the OMol25 dataset | the ωB97M-V functional and the def2-TZVPD basis
C 3.10 1.21 -0.88
C -2.68 1.92 -0.37
H -4.58 2.81 0.42
O -3.13 3.07 -0.26
O -4.15 -1.56 -0.55
H 5.15 -2.17 -0.05
H -1.03 0.05 0.65
H 3.71 1.84 -1.51
O -5.28 2.14 0.70
H 3.32 -1.38 1.27
C -6.10 -2.63 0.23
C 5.52 -1.40 -0.72
C -1.25 1.73 -0.57
H -6.65 0.00 0.99
C 1.52 -0.39 0.71
C 5.19 -0.01 -0.18
C 2.88 -0.59 0.67
H 5.45 -0.53 1.91
H 5.07 -1.54 -1.70
H -6.32 -3.05 -0.75
C -3.58 0.76 -0.25
C 5.82 0.20 1.20
C 0.91 0.62 -0.04
H -0.78 2.53 -1.13
O -2.28 -0.83 -1.47
H -7.03 -2.43 0.76
C -4.84 0.96 0.31
H 6.60 -1.52 -0.81
C 1.74 1.42 -0.84
H 6.90 0.11 1.14
C 3.70 0.21 -0.12
C -3.24 -0.53 -0.80
C -0.52 0.78 0.03
H -5.52 -3.37 0.79
H 5.62 0.74 -0.86
H 0.90 -1.02 1.33
C -5.31 -1.38 0.08
H 5.57 1.19 1.59
H 1.31 2.20 -1.44
C -5.70 -0.16 0.51
```

=====

The following is a DFT calculation (the ωB97M-V functional and the def2-TZVPD basis) of a 4-piece molecular cluster, C26H59IN4O9S overall.

Calculated values
Frontier orbital gap = 8.8122 eV
SMILES string = CS(=O)(=O)[C@@H]1C[C@@H](CCCI)C(=O)N1.COCCNCCOC.COCCNCCOC.COCCNCCOC
Multiplicity = 1

XYZ file:
```
100
C26H59IN4O9S | the OMol25 dataset | the ωB97M-V functional and the def2-TZVPD basis
H -4.97 -2.40 -0.54
H 0.05 7.07 5.58
H 1.13 0.13 -3.77
C 0.56 6.67 4.70
H -1.57 -3.06 3.01
H -0.16 0.31 -2.59
H 3.74 0.05 -4.95
O 1.44 5.62 5.04
C 4.11 1.07 -4.76
C 1.45 1.77 -6.75
H -2.53 -5.67 -2.56
H 4.36 1.15 -3.70
C 0.93 1.96 2.25
O -6.42 -1.36 -2.16
H -0.61 -1.62 3.34
H -3.87 -1.26 -3.28
H 4.14 -3.21 4.33
N -0.27 3.42 3.98
H 1.75 0.01 -5.77
H 3.59 1.73 -7.03
C -2.79 -2.59 -1.88
H -3.48 -3.34 -2.27
C 0.72 3.30 5.05
H -1.13 2.48 2.35
O 1.26 2.91 1.25
H -0.40 0.04 -7.75
H -2.44 -0.56 -2.56
C 0.10 0.46 -3.63
H -0.13 4.91 6.21
H 0.19 -2.61 6.51
H -2.01 -0.20 -6.03
C -0.32 2.29 3.06
H -1.17 1.31 -5.69
H -0.70 -2.24 -1.64
O -2.22 -2.71 0.47
C -0.84 -4.34 -2.14
H 1.17 7.46 4.26
H 0.06 -1.30 -6.72
H 0.11 -3.02 1.35
H -6.92 -0.59 0.35
C 2.00 4.03 1.70
C 4.58 -2.21 4.48
C 2.85 2.24 -6.41
H 1.22 2.06 -7.78
H -0.43 -4.66 -3.10
H 1.88 -1.18 1.30
H -0.59 1.40 3.63
H 1.72 3.04 4.67
H 0.54 -1.44 5.22
H -3.65 0.18 -0.69
C -0.59 -2.72 3.35
H 2.18 -3.18 3.40
H 0.40 -4.37 2.43
C 0.50 -2.50 5.47
H -2.51 -5.04 -0.88
H 0.41 2.51 5.73
H -0.10 4.27 3.46
N 1.34 0.32 -6.65
C -0.01 -0.21 -6.76
H -7.27 1.03 -0.35
C 0.85 4.59 5.83
H 1.51 -2.92 5.38
H 1.37 -0.85 2.97
H -0.01 -4.38 -1.43
O 3.14 2.06 -5.04
H 1.80 1.77 2.89
O -5.66 1.00 -2.50
N -4.27 -1.75 -0.16
H 4.19 -1.64 2.15
H 4.80 -2.09 5.54
C -6.49 0.30 -0.12
C 3.47 -1.05 2.72
H 0.05 1.53 -3.86
C -3.01 -2.46 -0.39
C -1.05 0.22 -5.72
H 2.69 3.76 2.50
I -0.98 -7.18 -1.06
C -1.90 -5.36 -1.73
H -5.73 0.75 0.51
H -1.20 -2.52 -3.30
C -4.13 -0.67 -1.18
H 0.75 2.30 -6.09
O -0.81 -0.28 -4.42
H 0.72 1.04 1.71
H -0.19 6.37 3.96
C 0.43 -3.28 2.36
C -3.29 -1.21 -2.36
H 1.51 4.41 6.68
N 1.83 -2.88 2.50
C -1.34 -2.87 -2.27
C 2.06 -1.45 2.35
H 5.02 1.22 -5.35
O -0.44 -3.19 4.67
S -5.77 -0.17 -1.66
H 5.51 -2.16 3.91
O 3.70 -1.17 4.11
H 3.61 0.01 2.46
H 2.91 3.31 -6.62
H 1.36 4.85 2.05
H 2.58 4.40 0.85
```

=====

The following is a DFT calculation (the ωB97M-V functional and the def2-TZVPD basis) of C10H22F12N6O16S3Y as an isolated structure.

Calculated values
Charge = -1
Frontier orbital gap = 8.0417 eV
Relative energy (zero: lowest compared OMol25 entry of this formula, charge and spin) = 457.7 kJ/mol
Multiplicity = 1

XYZ file:
```
70
C10H22F12N6O16S3Y | the OMol25 dataset | the ωB97M-V functional and the def2-TZVPD basis
H -4.74 3.61 0.23
F -0.73 -4.48 4.09
H 3.92 -0.71 2.58
N -2.04 -3.75 -1.91
N -3.50 3.05 -1.60
F 0.65 0.08 -4.33
Y -0.77 0.04 0.09
F -0.84 -0.30 -5.84
H 4.55 -2.47 0.64
C 3.34 -0.60 -2.44
O 0.05 3.73 2.45
F -1.61 2.74 5.25
F 4.71 -0.37 -2.42
F 2.86 0.56 -2.79
S -1.07 2.80 2.69
C 4.53 -1.39 0.46
H -2.95 -3.34 -2.07
H 0.90 4.06 -2.97
H 4.73 0.41 1.70
H 2.16 0.78 2.23
O -2.01 1.56 -3.73
C 4.75 -0.66 1.87
C -1.19 -3.31 3.60
H -3.47 0.01 1.89
F -1.54 -2.68 4.70
O -2.40 3.43 2.71
H -3.30 -1.35 1.26
O 1.23 -1.01 -0.88
H 2.17 0.18 0.84
H 5.63 -0.95 2.44
C -1.40 -3.21 -0.92
C 0.74 2.92 -1.37
O -2.49 1.54 -0.30
C 2.64 -1.17 -1.14
C -0.42 -0.58 -4.65
S -1.87 0.13 -3.50
O -0.36 -1.46 1.86
F -0.27 -1.95 -4.48
H -0.32 2.92 -3.17
O -1.59 -2.05 -0.61
O 0.97 -3.43 1.91
C -0.86 2.00 4.45
H -3.70 2.58 1.33
H -4.30 3.66 -1.69
F -2.21 -3.31 2.73
H -1.96 -4.68 -2.31
H 5.43 -1.24 -0.15
H 2.06 4.28 -1.59
H 0.15 -3.67 0.35
O -2.85 -0.51 1.39
F -1.37 0.74 4.45
O 0.13 1.97 -0.83
O 1.64 0.73 1.42
F 0.41 1.98 4.95
H -2.91 2.86 -2.39
N 1.72 3.62 -0.91
N 0.35 3.34 -2.54
O -3.02 -0.72 -3.71
C -3.21 2.55 -0.43
N -3.91 3.11 0.50
H 2.08 3.30 -0.02
O 3.31 -0.80 0.01
O -1.05 1.60 1.85
S 0.28 -2.41 2.72
O 1.14 -1.80 3.69
H -0.67 -4.96 -0.54
N -0.54 -3.98 -0.32
F 2.97 -1.30 -3.48
O -1.41 -0.01 -2.15
H 2.65 -2.26 -1.13
```

=====

Energy for the records above, in order: -4354.5454 -997.6809 -2617.9447 -4358.3269 a.u.